A gas-phase ion, C7H13F3O2PS2 (charge +1), computed with ωB97M-V/def2-TZVPD.

Values from the calculation:
**HOMO level**: -0.4906 Eh
**Net charge**: +1
**HOMO-LUMO gap**: 8.71 eV
**E_LUMO**: -4.6 eV

Element x y z (Å)
1 C -0.6533 3.5464 -0.7214
2 C 0.5631 2.6958 -1.1356
3 O 1.5325 3.1679 -1.5539
4 O 0.4195 1.3250 -0.9257
5 C 0.4647 0.5740 -2.1543
6 C 0.8845 -0.8647 -1.7593
7 C -0.3592 -1.6789 -1.2434
8 C -0.1553 -2.1702 0.2151
9 S -0.0346 -0.7209 1.3646
10 P 1.4072 -1.2945 2.8974
11 S 0.9118 -0.8573 4.6957
12 C -1.7356 -0.5071 2.0604
13 F -2.5832 -1.0146 1.1699
14 F -1.9497 -1.1201 3.1814
15 F -1.9759 0.7706 2.1159
16 H -0.4956 4.5479 -1.1334
17 H -1.5576 3.0573 -1.1141
18 H -0.7061 3.5401 0.3804
19 H 1.1970 1.0258 -2.8410
20 H -0.5220 0.5099 -2.6483
21 H 1.7042 -0.8647 -1.0212
22 H 1.2523 -1.3797 -2.6637
23 H -0.5677 -2.5591 -1.8715
24 H -1.2303 -1.0022 -1.2956
25 H 0.8440 -2.6412 0.2530
26 H -0.9318 -2.8744 0.5504
27 H 1.7052 -2.6590 2.6478
28 H 2.5718 -0.5520 2.5504

Charges computed using Mulliken, reported in e:
1. C -0.90
2. C 0.48
3. O -0.46
4. O -0.12
5. C -0.71
6. C -0.69
7. C -0.50
8. C -1.04
9. S 0.33
10. P 0.07
11. S -0.21
12. C 0.76
13. F -0.22
14. F -0.15
15. F -0.17
16. H 0.33
17. H 0.29
18. H 0.26
19. H 0.44
20. H 0.34
21. H 0.39
22. H 0.37
23. H 0.41
24. H 0.34
25. H 0.57
26. H 0.47
27. H 0.16
28. H 0.17


13 unconnected molecules or ions with the total composition H26O13, computed with ωB97M-V/def2-TZVPD.

Values from the calculation:
**Energy above the lowest of the compared OMol25 structures with the same formula, charge and spin**: 196.9 kJ/mol
**HOMO level**: -0.3572 Eh
**Net charge**: 0
**HOMO-LUMO gap**: 9.26 eV
**E_LUMO**: -0.5 eV

Element x y z (Å)
1 O 1.0613 -2.4332 2.9067
2 H 0.9593 -1.4894 3.0291
3 H 0.7355 -2.5970 2.0217
4 O -2.5951 -1.4457 -1.9222
5 H -2.7387 -1.5315 -0.9797
6 H -2.7988 -2.3116 -2.2758
7 O -2.2667 -1.7567 0.7749
8 H -2.6059 -1.1349 1.4187
9 H -3.0414 -2.2226 0.4600
10 O 3.2971 -0.4213 1.3939
11 H 2.3991 -0.7199 1.2497
12 H 3.2555 0.0798 2.2084
13 O -2.1758 1.9244 -0.8725
14 H -2.0379 0.9946 -0.6915
15 H -1.7513 2.0698 -1.7180
16 O -1.5029 2.1505 1.8546
17 H -2.1717 2.8330 1.9113
18 H -1.4767 1.9166 0.9268
19 O 0.4508 -0.0574 0.3023
20 H 0.6495 0.2429 -0.5846
21 H -0.2899 -0.6538 0.1934
22 O 0.6595 0.3156 3.3781
23 H 1.1773 0.9889 3.8195
24 H 0.3800 0.7260 2.5597
25 O -0.0319 -3.3699 0.6524
26 H -0.9069 -2.9903 0.7331
27 H -0.1830 -4.3140 0.6076
28 O 0.4860 3.3151 -0.2513
29 H 0.4144 2.8276 0.5693
30 H -0.1570 4.0194 -0.1689
31 O 0.8402 -0.0797 -2.6934
32 H 1.2457 -0.9147 -2.9269
33 H -0.0030 -0.0874 -3.1464
34 O 4.0535 -0.2673 -1.9810
35 H 3.1163 -0.1772 -2.1535
36 H 4.1718 -1.1949 -1.7767
37 O -0.5480 2.4030 -2.9084
38 H -0.4010 3.3361 -3.0628
39 H 0.3307 2.0268 -2.8572

Charges computed using Mulliken, reported in e:
1. O -0.66
2. H 0.36
3. H 0.37
4. O -0.61
5. H 0.32
6. H 0.29
7. O -0.68
8. H 0.25
9. H 0.33
10. O -0.60
11. H 0.31
12. H 0.29
13. O -0.68
14. H 0.20
15. H 0.46
16. O -0.60
17. H 0.28
18. H 0.37
19. O -0.22
20. H 0.22
21. H 0.13
22. O -0.66
23. H 0.28
24. H 0.32
25. O -0.64
26. H 0.40
27. H 0.29
28. O -0.56
29. H 0.27
30. H 0.30
31. O -0.56
32. H 0.25
33. H 0.25
34. O -0.61
35. H 0.28
36. H 0.31
37. O -0.63
38. H 0.29
39. H 0.30


A single C2H6N4O2 molecule, computed with ωB97M-V/def2-TZVPD.

Values from the calculation:
**Energy above the lowest of the compared OMol25 structures with the same formula, charge and spin**: 798.2 kJ/mol
**HOMO level (spin up / spin down)**: -0.2422 / -0.2518 Eh
**Net charge**: 0
**HOMO-LUMO gap (spin up / spin down)**: 7.29 / 7.51 eV
**E_LUMO (spin up / spin down)**: 0.7 / 0.7 eV

Element x y z (Å)
1 C 1.2063 1.1087 0.1567
2 C 0.4443 0.5824 1.1590
3 N 1.1915 0.5682 -1.0960
4 N -0.1012 -1.3873 0.0545
5 N -0.3924 -0.4737 0.8383
6 N 0.2351 0.0651 -1.8296
7 O -1.4108 -0.6413 1.8138
8 O -1.0362 0.5229 -1.5947
9 H 1.9479 1.9464 0.4298
10 H 0.2626 0.9535 2.0972
11 H 1.9993 0.5806 -1.7472
12 H -0.7967 -2.1865 -0.1607
13 H -1.9722 -1.4658 1.7747
14 H -1.5776 -0.1731 -1.8959

Charges computed using Mulliken, reported in e:
1. C -0.17
2. C -0.39
3. N 0.23
4. N -0.92
5. N 0.82
6. N -0.70
7. O -0.54
8. O -0.32
9. H 0.29
10. H 0.46
11. H 0.29
12. H 0.21
13. H 0.34
14. H 0.39


A molecular structure, C5H10O2, computed with ωB97M-V/def2-TZVPD.

Values from the calculation:
**Energy above the lowest of the compared OMol25 structures with the same formula, charge and spin**: 710.0 kJ/mol
**HOMO level**: -0.2544 Eh
**Net charge**: 0
**HOMO-LUMO gap**: 7.95 eV
**E_LUMO**: 1.0 eV

Element x y z (Å)
1 C 1.9575 1.4427 0.7069
2 C 0.2850 1.1303 -0.3593
3 O 1.4717 0.1085 -0.3212
4 C -0.9317 0.3034 -0.1245
5 C -1.2514 -0.9548 -0.9796
6 C -1.3127 -1.6811 0.3620
7 O -0.7430 -0.5507 1.0530
8 H 2.8857 0.9001 0.9690
9 H 2.2006 2.3143 0.1142
10 H 1.3946 1.6933 1.5948
11 H 0.3037 1.5136 -1.3868
12 H 1.1503 -0.5205 0.3585
13 H -1.8050 0.9582 -0.0050
14 H -2.1685 -0.9208 -1.5720
15 H -0.4109 -1.2643 -1.6086
16 H -0.6958 -2.5789 0.4822
17 H -2.3300 -1.8934 0.7163

Charges computed using Mulliken, reported in e:
1. C -0.56
2. C -0.57
3. O -0.41
4. C 0.09
5. C -0.60
6. C -0.34
7. O -0.54
8. H 0.28
9. H 0.31
10. H 0.29
11. H 0.17
12. H 0.43
13. H 0.42
14. H 0.32
15. H 0.19
16. H 0.26
17. H 0.26


A molecular structure, C37H31MnN2O4S2, computed with ωB97M-V/def2-TZVPD.

Values from the calculation:
**Energy above the lowest of the compared OMol25 structures with the same formula, charge and spin**: 27.3 kJ/mol
**HOMO level (spin up / spin down)**: -0.3968 / -0.3971 Eh
**Net charge**: +1
**<S²>**: 8.75
**HOMO-LUMO gap (spin up / spin down)**: 8.29 / 8.28 eV
**E_LUMO (spin up / spin down)**: -2.5 / -2.5 eV
**2S+1**: 6

Element x y z (Å)
1 Mn -0.8044 -0.3923 0.7391
2 C -1.2949 8.2290 0.1983
3 C -0.8297 6.8004 0.2365
4 C -1.6842 5.7691 -0.1533
5 C -1.2771 4.4480 -0.1111
6 C 0.0054 4.1557 0.3282
7 C 0.8672 5.1560 0.7499
8 C 0.4460 6.4752 0.6906
9 S 0.5924 2.4829 0.3567
10 O -0.6858 1.6431 0.2691
11 C 1.3916 2.3450 -1.2239
12 C 2.7890 2.1501 -1.1201
13 C 3.5353 1.9761 -2.2464
14 C 2.9166 1.9492 -3.5174
15 C 3.6751 1.7299 -4.6943
16 C 3.0669 1.6905 -5.9129
17 C 1.6679 1.8659 -6.0153
18 C 0.9106 2.0843 -4.9032
19 C 1.5139 2.1348 -3.6170
20 C 0.7462 2.3627 -2.4342
21 C -0.6976 2.7200 -2.6095
22 C -1.0137 4.0724 -2.9511
23 C -0.0301 5.0941 -2.9653
24 C -0.3725 6.3827 -3.2567
25 C -1.7117 6.7188 -3.5536
26 C -2.6774 5.7544 -3.5552
27 C -2.3532 4.4087 -3.2552
28 C -3.3470 3.3937 -3.2698
29 C -3.0336 2.1105 -2.9480
30 C -1.7042 1.7902 -2.5838
31 S -1.2493 0.1138 -2.1961
32 O -1.5407 -0.7769 -3.3406
33 C -2.5238 -0.2605 -0.9516
34 C -2.6453 -1.6360 -0.7066
35 C -3.5321 -2.0971 0.2551
36 C -4.3069 -1.2112 0.9984
37 C -5.2668 -1.7169 2.0349
38 C -4.1670 0.1542 0.7541
39 C -3.2892 0.6375 -0.2044
40 H -1.9516 8.4051 -0.6540
41 H -0.4548 8.9192 0.1337
42 H -1.8566 8.4738 1.1028
43 H -2.6816 6.0078 -0.5048
44 H -1.9446 3.6477 -0.4083
45 H 1.8605 4.9120 1.1147
46 H 1.1180 7.2637 1.0084
47 H 3.2539 2.1267 -0.1399
48 H 4.6075 1.8319 -2.1785
49 H 4.7463 1.5896 -4.6037
50 H 3.6523 1.5192 -6.8077
51 H 1.1931 1.8193 -6.9871
52 H -0.1604 2.2048 -4.9997
53 H 0.9988 4.8485 -2.7310
54 H 0.3874 7.1545 -3.2618
55 H -1.9678 7.7445 -3.7877
56 H -3.7070 6.0024 -3.7893
57 H -4.3614 3.6581 -3.5457
58 H -3.7834 1.3278 -2.9714
59 H -2.0659 -2.3300 -1.3024
60 H -3.6048 -3.1612 0.4414
61 H -4.8630 -2.5897 2.5466
62 H -6.2093 -2.0115 1.5679
63 H -5.4878 -0.9528 2.7787
64 H -4.7516 0.8596 1.3344
65 H -3.1820 1.7006 -0.3572
66 N 1.9714 -1.5769 1.4939
67 C 1.2025 -1.3740 0.6619
68 N 1.8888 -1.2702 3.9024
69 C 0.4728 -1.6333 4.1475
70 C -0.3424 -0.8917 3.1085
71 O -1.2672 -1.5041 2.4951
72 O 0.0297 0.2520 2.7682
73 H 2.1076 -1.4898 2.6498
74 H 2.5009 -1.7114 4.5756
75 H 1.9862 -0.2630 3.9931
76 H 0.1299 -1.3815 5.1514
77 H 0.3419 -2.7007 3.9973

Charges computed using Mulliken, reported in e:
1. Mn 0.92
2. C -1.62
3. C 0.77
4. C -0.61
5. C 0.18
6. C 0.36
7. C -0.58
8. C -0.94
9. S -0.14
10. O -0.03
11. C 1.49
12. C -1.12
13. C -1.19
14. C 0.94
15. C -1.05
16. C -0.63
17. C -1.00
18. C -0.84
19. C 1.08
20. C -1.34
21. C 1.43
22. C 0.36
23. C -0.99
24. C -0.88
25. C -0.72
26. C -0.97
27. C 1.22
28. C -1.39
29. C -0.35
30. C 0.58
31. S 1.10
32. O -0.82
33. C -1.87
34. C 0.23
35. C -1.02
36. C 1.15
37. C -1.71
38. C -1.29
39. C 1.93
40. H 0.33
41. H 0.40
42. H 0.35
43. H 0.45
44. H 0.14
45. H 0.49
46. H 0.40
47. H 0.55
48. H 0.41
49. H 0.44
50. H 0.42
51. H 0.44
52. H 0.46
53. H 0.48
54. H 0.46
55. H 0.47
56. H 0.46
57. H 0.43
58. H 0.66
59. H 0.56
60. H 0.44
61. H 0.41
62. H 0.34
63. H 0.40
64. H 0.42
65. H -0.21
66. N -0.44
67. C 0.08
68. N -0.45
69. C -0.70
70. C 0.95
71. O -0.72
72. O -0.67
73. H 0.49
74. H 0.27
75. H 0.30
76. H 0.36
77. H 0.34


A molecular structure, C10H12MnN6O3, computed with ωB97M-V/def2-TZVPD.

Values from the calculation:
**Energy above the lowest of the compared OMol25 structures with the same formula, charge and spin**: 17.1 kJ/mol
**HOMO level (spin up / spin down)**: -0.2640 / -0.2774 Eh
**Net charge**: 0
**<S²>**: 8.76
**HOMO-LUMO gap (spin up / spin down)**: 6.67 / 7.03 eV
**E_LUMO (spin up / spin down)**: -0.5 / -0.5 eV
**2S+1**: 6

Element x y z (Å)
1 Mn -0.3841 0.4480 -0.4009
2 N -2.3304 -0.5734 -1.2529
3 C -3.2721 -0.3150 -0.1343
4 C -3.1518 1.1690 0.2608
5 O -4.1727 1.8563 0.2661
6 N -1.8877 1.5381 0.4585
7 C -1.5531 2.9460 0.2971
8 C -0.6052 3.1861 -0.8902
9 O -0.3227 4.3244 -1.2111
10 O -0.1252 2.1188 -1.4883
11 H -2.5964 0.0018 -2.0479
12 H -2.3846 -1.5360 -1.5674
13 H -2.9879 -0.9621 0.7004
14 H -4.3115 -0.5143 -0.3956
15 H -1.0328 3.3247 1.1838
16 H -2.4416 3.5676 0.1738
17 N 3.7284 -0.4369 0.3975
18 C 3.9637 0.9216 0.2863
19 C 2.7397 1.5100 0.1827
20 N 1.7677 0.5456 0.2841
21 C 2.3881 -0.6020 0.3954
22 C 1.5924 -1.8286 0.3964
23 N 0.3384 -1.7806 0.0087
24 C -0.1468 -3.0595 0.1401
25 C 0.8380 -3.8807 0.5990
26 N 1.9470 -3.0766 0.7700
27 H 4.4324 -1.1534 0.4030
28 H 4.9596 1.3236 0.2720
29 H 2.4893 2.5466 0.0393
30 H -1.1644 -3.3109 -0.1002
31 H 0.8566 -4.9314 0.8215
32 H 2.8298 -3.3668 1.1522

Charges computed using Mulliken, reported in e:
1. Mn 0.59
2. N -0.43
3. C -0.39
4. C 0.53
5. O -0.71
6. N -0.33
7. C -0.37
8. C 0.61
9. O -0.69
10. O -0.69
11. H 0.24
12. H 0.18
13. H 0.21
14. H 0.38
15. H 0.25
16. H 0.39
17. N -0.08
18. C -0.55
19. C -0.32
20. N -0.20
21. C 0.27
22. C 0.29
23. N -0.25
24. C -0.32
25. C -0.64
26. N -0.10
27. H 0.18
28. H 0.41
29. H 0.48
30. H 0.45
31. H 0.41
32. H 0.18


For each record above, in turn, the calculated electronic energy values are -50668.1197; -27039.9061; -12218.3798; -9435.6843; -103028.7765; -56970.4068 eV.